# 1
Here is 2 unconnected molecules or ions with the total composition C8H19NO from OMol25. Energies are from the ωB97M-V functional and the def2-TZVPD basis.

Element x y z (Å)
C  -1.326  1.868  1.591
C  -1.917  1.793  0.307
N  -1.544  0.521  -0.741
C  -1.738  0.900  -2.204
C  -1.306  -0.701  -0.162
C  -0.809  -1.819  -1.015
O  -1.501  -0.685  1.118
H  -1.151  3.063  1.932
H  -0.217  1.594  1.706
H  -2.219  1.361  2.090
H  -2.964  1.783  0.282
H  -1.931  2.735  -0.291
H  -1.570  2.022  -2.316
H  -0.920  0.575  -2.797
H  -2.702  0.834  -2.543
H  -0.845  -1.503  -1.994
H  0.371  -2.079  -1.077
H  -1.059  -2.795  -0.830
C  2.935  -0.608  -0.494
C  1.823  -0.767  0.443
C  2.076  -1.126  1.925
H  2.421  0.037  -1.335
H  3.428  -1.446  -0.857
H  3.863  0.086  -0.162
H  1.085  0.076  0.422
H  1.517  -1.818  0.085
H  2.615  -2.132  1.967
H  2.390  -0.342  2.518
H  1.195  -1.427  2.431

Values from the calculation:
Max |F| = 6.71 eV/Å
Molar mass = 145.2 g/mol
SMILES = CCN(C)C(C)=O.CCC
Gap between HOMO and LUMO = 9.74 eV
Energy = -446.013773 Eh



# 2
Here is 2 unconnected molecules or ions with the total composition C8H19NO6S from OMol25. Energies are from the ωB97M-V functional and the def2-TZVPD basis.

Element x y z (Å)
C  1.514  -0.571  -2.032
C  0.055  -0.416  -2.767
O  -1.069  -1.049  -2.062
C  -1.446  -0.326  -0.837
O  -1.995  1.022  -1.049
S  -1.074  2.232  -0.280
O  -0.770  1.857  1.223
O  0.465  2.371  -1.078
C  0.541  3.843  -1.357
C  2.086  4.423  -1.334
O  2.408  4.774  0.079
H  2.141  0.400  -2.277
H  1.475  -0.685  -0.868
H  2.062  -1.551  -2.438
H  -0.255  0.681  -3.032
H  0.151  -0.987  -3.811
H  -0.543  -0.386  -0.096
H  -2.323  -0.963  -0.337
H  -0.002  4.349  -0.422
H  -0.056  4.148  -2.325
H  2.141  5.405  -2.006
H  2.844  3.586  -1.689
H  1.977  4.025  0.609
C  0.287  -4.012  2.265
C  -0.291  -2.787  1.612
O  0.172  -2.320  0.574
N  -1.364  -2.188  2.206
C  -2.048  -2.577  3.415
H  1.134  -4.374  1.676
H  0.643  -3.768  3.269
H  -0.466  -4.803  2.309
H  -1.694  -1.371  1.706
H  -3.094  -2.769  3.165
H  -1.994  -1.743  4.118
H  -1.614  -3.467  3.872

Values from the calculation:
Max |F| = 5.71 eV/Å
Molar mass = 257.3 g/mol
Gap between HOMO and LUMO = 10.31 eV
Energy = -1220.433635 Eh